(1)
The following is a quantum chemistry calculation of 2 unconnected molecules or ions with the total composition C5H6O2, from OMol25.

Calculated values
Relative energy (zero: lowest compared OMol25 entry of this formula, charge and spin), kcal per mole: 140.6
Multiplicity: 1
Total energy, hartree: -344.3778
Kohn-Sham gap, hartree: 0.28570

CARTESIAN COORDINATES (ANGSTROEM)
C 1.80 -0.58 0.37
C 0.40 -0.16 0.12
O 0.07 1.02 0.90
C -1.18 1.28 1.12
O -2.13 0.60 0.71
C -0.30 -0.37 -1.02
C -1.04 -0.74 -1.99
H 2.00 -1.47 -0.23
H 1.97 -0.82 1.42
H 2.51 0.20 0.07
H -1.63 -0.66 -0.15
H -1.31 2.19 1.74
H -1.17 -0.49 -3.04



(2)
The following is a quantum chemistry calculation of a molecular structure, C21H19Cl2CrNO2PS2, from OMol25.

Calculated values
Relative energy (zero: lowest compared OMol25 entry of this formula, charge and spin), kcal per mole: 0.0
Multiplicity: 5
Total energy, hartree: -4119.2868
Kohn-Sham gap (spin up / spin down), hartree: 0.30882 / 0.31043
Net charge: +1

CARTESIAN COORDINATES (ANGSTROEM)
Cr 0.67 -0.25 -0.44
Cl 3.30 -1.55 -0.84
C 3.64 -0.70 0.67
Cl 2.10 -0.49 1.60
H 4.03 0.29 0.46
H 4.30 -1.30 1.29
O 3.92 2.22 -0.56
S 2.60 2.78 -0.68
O 2.08 3.60 0.36
N 1.54 1.53 -1.00
C 0.98 1.62 -2.19
S -0.12 0.40 -2.63
C 1.43 2.77 -2.98
C 1.05 3.16 -4.26
C 1.62 4.31 -4.79
C 2.55 5.05 -4.06
C 2.93 4.66 -2.78
C 2.36 3.52 -2.27
H 0.33 2.58 -4.81
H 1.35 4.63 -5.78
H 2.98 5.94 -4.50
H 3.65 5.24 -2.21
C -2.10 -2.68 -0.99
P -1.10 -1.83 0.25
C -2.13 -0.51 0.94
C -3.29 -0.06 0.32
C -3.97 1.04 0.82
C -3.49 1.71 1.94
C -2.33 1.27 2.57
C -1.66 0.17 2.07
C -0.86 -3.02 1.59
C 0.31 -3.77 1.62
C 0.50 -4.74 2.60
C -0.48 -4.94 3.56
C -1.65 -4.18 3.54
C -1.84 -3.23 2.55
H -3.04 -3.02 -0.56
H -1.54 -3.55 -1.34
H -2.30 -2.03 -1.84
H -3.68 -0.56 -0.56
H -4.88 1.38 0.33
H -4.02 2.57 2.33
H -1.96 1.78 3.44
H -0.77 -0.19 2.58
H 1.08 -3.61 0.87
H 1.41 -5.32 2.61
H -0.33 -5.68 4.33
H -2.41 -4.34 4.29
H -2.75 -2.64 2.54